# CH2ClIO

The molecule CH2ClIO (ωB97M-V/def2-TZVPD, the OMol25 dataset).

Results
- Energy above the lowest of the compared OMol25 structures with the same formula, charge and spin: 41.4 kJ/mol
- HOMO: -10.06 eV
- Frontier orbital gap: 0.3670 Ha

XYZ file:
```
6
Properties=species:S:1:pos:R:3:forces:R:3:mulliken_charge:R:1
C 0.244 -0.076 0.284 -2.5071 0.1292 -0.5857 -0.2961
I 1.330 -0.130 -1.569 -0.1478 0.0104 0.0193 0.1143
O -1.105 -0.747 0.138 4.0221 1.2738 0.6994 -0.4133
H -1.348 -0.208 -0.612 -1.1329 -0.0806 -0.5765 0.3562
Cl -0.081 1.637 0.784 0.2991 -0.6881 -0.1651 -0.1102
H 0.959 -0.477 0.975 -0.5333 -0.6447 0.6087 0.3492
```
Forces are in eV/Å.


# CH2ClN2O3

CH2ClN2O3 as an isolated structure (ωB97M-V/def2-TZVPD, the OMol25 dataset).

Results
- Energy above the lowest of the compared OMol25 structures with the same formula, charge and spin: 145.6 kJ/mol
- Charge: +1
- HOMO: -16.40 eV
- Frontier orbital gap: 0.3946 Ha

XYZ file:
```
9
Properties=species:S:1:pos:R:3:forces:R:3:mulliken_charge:R:1
N 0.118 0.692 -0.517 1.2517 -2.4869 -1.1877 0.0776
O 1.527 -1.399 0.005 1.2656 -1.1315 -0.7036 -0.4899
O 0.125 1.869 -1.133 -3.8026 2.0907 0.8328 -0.3240
O 0.047 -2.152 1.441 0.1434 -1.5873 0.5555 -0.3801
N 0.527 -1.536 0.590 -2.2641 3.6786 0.1832 0.9654
C -0.511 -0.035 0.304 0.2906 -0.5009 0.7020 0.4609
H 0.798 0.073 -1.004 0.4158 0.5961 0.3401 0.2633
H -0.826 2.293 -0.972 2.6356 -0.8114 -0.5117 0.4125
Cl -1.806 0.196 1.286 0.0639 0.1526 -0.2106 0.0143
```
Forces are in eV/Å.


| no. | largest force on an atom (eV/Å) |
| --- | --- |
| 1 | 4.28 |
| 2 | 4.42 |